Record 1
Density functional theory data (the ωB97M-V functional and the def2-TZVPD basis) for C3H5NO in the gas phase at a distorted geometry.

Values from the calculation:
- calculated total energy (a.u.) = -247.16658
- E_HOMO (Ha) = -0.301
- orbital gap (eV) = 9.09
- F_max (eV/Å) = 1.84
- LUMO (eV) = 0.90

CARTESIAN COORDINATES (ANGSTROEM)
C -0.6781 -0.9537 0.0093
C -0.4777 1.2354 0.1199
N 0.8698 1.1430 0.0466
C 1.3719 -0.0071 -0.1722
O 0.6075 -1.0855 -0.4601
H -0.7314 -1.2318 1.0790
H -1.4005 -1.5041 -0.5891
H -0.9265 1.9974 -0.5215
H -1.0689 0.5986 0.7452
H 2.4340 -0.1922 -0.2569

Record 2
Density functional theory data (the ωB97M-V functional and the def2-TZVPD basis) for a molecular structure, C19H41N2OP2Ti at a distorted geometry.

Values from the calculation:
- ⟨S²⟩ = 0.84
- multiplicity = 2
- calculated total energy (a.u.) = -2464.91382
- E_HOMO (alpha / beta) (Ha) = -0.543 / -0.560
- orbital gap (alpha / beta) (eV) = 7.07 / 7.84
- F_max (eV/Å) = 7.68
- total charge = +2
- LUMO (alpha / beta) (eV) = -7.71 / -7.41

CARTESIAN COORDINATES (ANGSTROEM)
Ti -0.1045 0.1887 -0.1357
P -1.3839 1.2530 1.6353
P 0.8762 -0.7488 -2.1571
N -1.8721 -0.1286 -1.0215
C -3.0358 1.1264 0.8194
H -3.7792 0.8572 1.5823
H -3.3008 2.1235 0.4387
C -3.1185 0.1132 -0.3418
H -3.5646 -0.8385 0.0215
H -3.8564 0.4886 -1.0807
C -1.9877 -0.8943 -2.2351
H -2.7997 -0.4569 -2.8520
H -2.3419 -1.9267 -2.0213
C -0.7048 -0.9504 -3.0912
H -0.7509 -0.1546 -3.8489
H -0.6743 -1.9100 -3.6248
C 1.6090 -2.4448 -2.0979
C 2.8208 -2.5407 -1.1674
H 3.0756 -3.6020 -1.0375
H 2.6267 -2.1245 -0.1736
H 3.7012 -2.0415 -1.5920
C 1.9594 0.3637 -3.1482
C 3.3890 0.4518 -2.6010
H 3.9031 1.2704 -3.1245
H 3.9596 -0.4664 -2.7928
H 3.4219 0.6806 -1.5292
C -1.0541 3.0421 1.9234
C 0.1874 3.2895 2.7887
H 0.4126 4.3650 2.7603
H 1.0755 2.7620 2.4197
H 0.0167 3.0198 3.8396
C -1.5863 0.3771 3.2482
C -0.2514 0.1280 3.9538
H -0.4411 -0.4750 4.8527
H 0.2238 1.0635 4.2745
H 0.4547 -0.4257 3.3255
C 1.6183 1.0410 0.4269
C 1.9572 0.0631 -4.6481
H 2.4603 -0.8833 -4.8773
H 0.9483 0.0389 -5.0726
H 2.5106 0.8643 -5.1552
C -2.2602 3.8241 2.4479
H -1.9990 4.8905 2.4466
H -3.1489 3.7009 1.8204
H -2.5125 3.5461 3.4775
C -2.6110 1.0221 4.1880
H -2.8468 0.3005 4.9832
H -2.2125 1.9201 4.6785
H -3.5558 1.2716 3.6894
C 1.9153 -3.0449 -3.4741
H 2.8394 -2.6360 -3.9036
H 2.0714 -4.1260 -3.3488
H 1.0967 -2.9195 -4.1931
H 0.7907 -3.0344 -1.6450
H -1.9872 -0.6033 2.9322
H 1.4825 1.3485 -2.9942
H -0.8272 3.4030 0.9039
O 2.6336 1.5285 0.7678
H -0.7376 1.5394 -1.1839
H 0.0356 1.8119 -0.8872
C 1.0187 -3.6714 2.3234
C 0.6155 -2.5151 1.5803
N 0.2247 -1.6065 0.9593
H 0.3029 -3.8567 3.1417
H 2.0232 -3.5013 2.7483
H 1.0491 -4.5508 1.6583

Record 3
Density functional theory data (the ωB97M-V functional and the def2-TZVPD basis) for C17H17N5O3S in the gas phase at a distorted geometry.

Values from the calculation:
- calculated total energy (a.u.) = -1555.58371
- structure (SMILES) = Cc1cccc(-n2c(N)cc(=O)nc2SCC(=O)Nc2cc(C)on2)c1
- E_HOMO (Ha) = -0.317
- orbital gap (eV) = 8.82
- F_max (eV/Å) = 6.70
- LUMO (eV) = 0.20

CARTESIAN COORDINATES (ANGSTROEM)
C 5.0911 2.7917 0.1212
C 4.0141 2.1187 1.0127
C 4.3659 1.4815 2.2500
C 3.4071 1.0488 3.0769
C 2.1125 0.8695 2.5889
C 1.7048 1.4835 1.3940
N 0.4417 1.5008 0.7918
C -0.2510 2.6975 0.9937
N 0.0531 3.6947 1.9660
C -1.2871 2.8886 0.1532
C -1.4803 2.0600 -1.0109
O -2.2688 2.3246 -1.9514
N -0.7621 0.9467 -1.2653
C 0.1749 0.7478 -0.3385
S 1.1400 -0.6889 -0.7051
C 0.4916 -1.3073 -2.3748
C -0.7123 -2.3143 -2.2159
O -0.7479 -3.4572 -2.6430
N -1.6645 -1.8356 -1.3456
C -2.8874 -2.4403 -1.1122
C -3.3042 -3.8208 -1.1745
C -4.5592 -3.9924 -0.9093
C -5.2516 -5.3632 -0.6571
O -5.1205 -2.8338 -0.7157
N -4.0158 -1.8519 -0.8080
C 2.6697 2.2973 0.7032
H 5.5278 2.1149 -0.5863
H 4.8191 3.6530 -0.5175
H 5.9939 3.0630 0.7991
H 5.3353 1.3922 2.5893
H 3.7000 0.5456 4.0099
H 1.5692 0.2219 3.2667
H -0.6586 4.4125 2.1223
H 0.8419 3.5978 2.5380
H -1.9538 3.7507 0.3156
H 1.3429 -1.7486 -2.8995
H 0.2650 -0.4344 -2.9944
H -1.6331 -0.8952 -1.1299
H -2.5686 -4.5964 -1.3954
H -5.5484 -5.5068 0.3370
H -6.1112 -5.3621 -1.3035
H -4.6017 -6.1586 -0.7907
H 2.3262 2.9045 -0.1851

Question: Look up the calculated total energy of the second one.
Answer: -2464.91382 a.u.

Question: Look up the calculated total energy of the second one.
Answer: -2464.91382 a.u.